(1)
The following is a DFT calculation (ωB97M-V/def2-TZVPD) of a gas-phase ion, C4H11ClN3 (charge +1) at a distorted geometry.

Results
SMILES = CC[C@H](N)[C@H](Cl)N=[NH2+]
F_max = 2.39 eV Å⁻¹
ΔE to the lowest compared entry with this formula, charge and spin = 184.9 kJ/mol
HOMO = -0.4923 hartree
Kohn-Sham gap = 7.446 eV

ORCA input file:
```
! wB97M-V def2-TZVPD RIJCOSX def2/J DEFGRID3
* xyz 1 1
C -2.57 0.54 0.33
C -1.24 -0.13 0.64
C -0.09 0.66 0.01
N -0.15 0.58 -1.40
C 1.27 0.25 0.65
Cl 2.64 1.15 0.03
N 1.57 -1.44 0.36
N 2.54 -1.66 -0.36
H -2.69 0.68 -0.75
H -2.63 1.51 0.81
H -3.39 -0.07 0.69
H -1.10 -0.18 1.72
H -1.23 -1.16 0.26
H -0.19 1.72 0.29
H -0.33 -0.32 -1.80
H 0.46 1.17 -1.94
H 1.22 0.26 1.73
H 2.73 -2.64 -0.60
H 3.17 -0.90 -0.67
*
```

(2)
The following is a DFT calculation (ωB97M-V/def2-TZVPD) of a molecular structure, C42H36BBrN15O2Sr at a distorted geometry.

Results
F_max = 2.71 eV Å⁻¹
ΔE to the lowest compared entry with this formula, charge and spin = 52.8 kJ/mol
HOMO (spin up / spin down) = -0.2942 / -0.3209 hartree
Kohn-Sham gap (spin up / spin down) = 6.507 / 6.767 eV

ORCA input file:
```
! wB97M-V def2-TZVPD RIJCOSX def2/J DEFGRID3
* xyz 0 2
Sr 1.23 0.64 -0.03
C -4.51 -1.95 -0.08
C -4.08 -0.62 -0.61
C -4.52 0.04 -1.78
C -3.81 1.22 -1.78
N -3.01 1.24 -0.69
N -3.18 0.10 0.04
B -2.08 2.41 -0.28
N -1.07 2.64 -1.46
C -1.28 3.47 -2.50
C -0.36 3.18 -3.49
C 0.41 2.13 -2.96
C 1.57 1.43 -3.61
N -0.03 1.81 -1.74
N -1.43 2.14 1.11
C -1.89 2.66 2.27
C -1.43 1.89 3.31
C -0.69 0.86 2.70
C -0.04 -0.31 3.36
N -0.68 1.03 1.38
N -2.93 3.68 -0.13
C -4.26 3.77 0.09
C -4.55 5.09 0.32
C -3.31 5.76 0.23
C -3.04 7.23 0.38
N -2.33 4.90 -0.04
H -5.59 -1.98 0.09
H -4.26 -2.76 -0.77
H -4.02 -2.14 0.88
H -5.25 -0.29 -2.50
H -3.82 2.04 -2.49
H -2.09 4.19 -2.49
H -0.25 3.66 -4.45
H 1.66 1.75 -4.65
H 2.51 1.64 -3.11
H 1.43 0.35 -3.59
H -2.50 3.55 2.28
H -1.63 2.03 4.36
H -0.33 -0.35 4.41
H -0.34 -1.24 2.88
H 1.05 -0.26 3.30
H -4.89 2.89 0.09
H -5.52 5.53 0.53
H -3.88 7.71 0.87
H -2.13 7.41 0.95
H -2.91 7.70 -0.60
Br 8.64 -3.99 5.61
C 7.41 -4.47 4.26
C 6.28 -3.68 4.05
C 5.38 -4.05 3.07
C 5.59 -5.20 2.30
C 6.74 -5.98 2.53
C 7.65 -5.61 3.50
N 4.70 -5.69 1.36
N 3.65 -5.08 0.97
C 3.49 -3.88 0.48
C 4.60 -3.03 0.09
C 4.40 -1.82 -0.46
C 3.06 -1.27 -0.67
O 2.88 -0.21 -1.28
C 1.90 -2.15 -0.28
N 0.68 -1.63 -0.45
C -0.38 -2.34 -0.10
C -0.27 -3.62 0.43
C 0.99 -4.16 0.60
C 2.11 -3.42 0.25
H 6.12 -2.79 4.63
H 4.51 -3.43 2.90
H 6.90 -6.86 1.92
H 8.54 -6.20 3.67
H 5.60 -3.40 0.24
H 5.24 -1.19 -0.75
H -1.35 -1.85 -0.22
H -1.16 -4.18 0.71
H 1.12 -5.15 1.02
O 4.64 -0.92 2.84
C 3.67 -0.61 2.21
N 2.69 -0.31 1.57
N -0.07 11.40 -1.95
C 0.11 10.35 -1.52
C 0.33 9.04 -0.97
C 0.04 7.91 -1.73
C 0.27 6.64 -1.21
C 0.80 6.51 0.06
C 1.10 7.63 0.82
C 0.85 8.89 0.31
N 1.09 5.21 0.57
C 1.04 4.81 1.89
C 1.44 3.52 1.90
N 1.72 3.10 0.61
C 1.48 4.14 -0.16
H -0.38 8.02 -2.72
H 0.00 5.76 -1.78
H 1.53 7.52 1.81
H 1.08 9.77 0.90
H 0.71 5.46 2.69
H 1.55 2.85 2.74
H 1.63 4.17 -1.23
*
```

(3)
The following is a DFT calculation (ωB97M-V/def2-TZVPD) of a molecular structure, C12H26N4OP2SV at a distorted geometry.

Results
F_max = 2.65 eV Å⁻¹
HOMO (spin up / spin down) = -0.3580 / -0.3804 hartree
Kohn-Sham gap (spin up / spin down) = 7.239 / 5.096 eV

ORCA input file:
```
! wB97M-V def2-TZVPD RIJCOSX def2/J DEFGRID3
* xyz 1 5
V 0.72 0.07 0.57
P -1.52 -0.61 0.73
P -0.13 2.24 0.47
N 1.03 -1.61 -0.43
N 1.97 0.67 -0.84
H 2.29 -2.38 -1.97
H 3.88 -0.21 -1.18
H 3.08 -2.20 -0.39
C 2.34 -1.74 -1.07
H 2.77 -0.25 -2.57
C 2.82 -0.34 -1.46
H 0.25 -3.49 -0.97
H 2.82 2.27 -1.89
C 0.03 -2.47 -0.61
C 2.04 1.97 -1.18
C -1.27 -1.99 -0.43
C 1.12 2.86 -0.65
H -2.10 -2.68 -0.59
H 1.17 3.91 -0.93
H -1.33 2.61 -0.22
H -0.09 3.18 1.54
H -2.73 -0.05 0.23
H -2.06 -1.34 1.84
H 0.34 0.53 -2.96
C -0.71 0.49 -3.33
C -1.24 1.90 -3.57
C -0.78 -0.38 -4.57
O -1.56 0.01 -2.27
H -0.79 2.36 -4.46
H -2.32 1.83 -3.69
H -1.03 2.52 -2.70
H -0.16 -1.28 -4.46
H -1.82 -0.69 -4.73
H -0.44 0.17 -5.45
H -1.22 -0.85 -1.82
S 1.71 -0.06 2.55
C 0.48 -0.25 3.76
N 0.49 -1.19 4.71
C -0.69 -1.13 5.55
C -1.44 0.07 5.02
N -0.62 0.52 3.91
H 1.21 -1.90 4.74
H -0.40 -1.01 6.60
H -1.27 -2.05 5.45
H -1.52 0.86 5.77
H -2.44 -0.19 4.66
H -0.85 1.29 3.29
*
```

(4)
The following is a DFT calculation (ωB97M-V/def2-TZVPD) of a molecular structure, C3H8IOZn at a distorted geometry.

Results
F_max = 1.99 eV Å⁻¹
ΔE to the lowest compared entry with this formula, charge and spin = 28.2 kJ/mol
HOMO (spin up / spin down) = -0.3228 / -0.3485 hartree
Kohn-Sham gap (spin up / spin down) = 8.732 / 6.708 eV

ORCA input file:
```
! wB97M-V def2-TZVPD RIJCOSX def2/J DEFGRID3
* xyz 0 2
Zn -1.25 -3.97 -3.30
I -1.13 -1.18 -3.12
C 1.40 -0.28 0.42
C 0.08 0.19 0.98
C -0.52 1.60 0.57
O -0.89 -0.75 0.54
H 2.15 0.47 0.69
H 1.21 -0.23 -0.66
H 1.80 -1.24 0.72
H 0.19 0.15 2.06
H -0.84 1.69 -0.46
H 0.18 2.40 0.78
H -1.36 1.89 1.20
H -1.01 -0.75 -0.41
*
```

(5)
The following is a DFT calculation (ωB97M-V/def2-TZVPD) of 3 unconnected molecules or ions with the total composition C9H26BrN2O2 at a distorted geometry.

Results
F_max = 3.34 eV Å⁻¹
ΔE to the lowest compared entry with this formula, charge and spin = 27.6 kJ/mol
HOMO = -0.3880 hartree
Kohn-Sham gap = 8.715 eV

ORCA input file:
```
! wB97M-V def2-TZVPD RIJCOSX def2/J DEFGRID3
* xyz 1 1
Br 16.33 -5.44 25.01
C 13.29 -5.61 27.01
C 13.11 -4.19 27.48
C 13.86 -3.91 28.83
O 13.63 -2.56 29.37
C 14.40 -2.20 30.56
N 13.87 -3.40 26.44
H 14.20 -2.48 26.68
H 14.75 -3.79 26.14
H 13.24 -3.40 25.66
H 12.97 -5.81 25.99
H 12.75 -6.28 27.68
H 14.31 -5.99 27.03
H 12.08 -3.86 27.63
H 14.93 -4.02 28.69
H 13.54 -4.63 29.58
H 15.42 -1.89 30.36
H 14.33 -3.01 31.29
H 13.89 -1.31 30.92
C 19.97 -5.73 23.65
N 19.70 -6.64 22.42
C 18.24 -7.16 22.41
C 19.87 -5.71 21.22
C 20.71 -7.87 22.38
C 22.18 -7.54 22.43
O 22.64 -6.78 21.27
H 19.16 -5.01 23.74
H 20.90 -5.15 23.65
H 19.92 -6.57 24.34
H 17.53 -6.34 22.50
H 18.09 -7.81 23.27
H 18.02 -7.78 21.54
H 20.78 -5.12 21.33
H 19.05 -4.99 21.20
H 19.94 -6.28 20.29
H 20.44 -8.47 21.51
H 20.54 -8.58 23.19
H 22.77 -8.45 22.52
H 22.36 -6.86 23.26
H 23.54 -7.09 21.13
*
```

(6)
The following is a DFT calculation (ωB97M-V/def2-TZVPD) of 7 unconnected molecules or ions with the total composition C43H87BrF14N2O17S2 at a distorted geometry.

Results
SMILES = CCCO[C@@H](O[C@@](S)(Br)CCC(F)(F)C(F)(F)C(F)(F)C(F)(F)F)[C@@H](N(CCN)CCCS(=O)(=O)O)C(F)(F)C(F)(F)F.COCCOC.COCCOC.COCCOC.COCCOC.COCCOC.COCCOC
F_max = 6.71 eV Å⁻¹
ΔE to the lowest compared entry with this formula, charge and spin = 960.7 kJ/mol
HOMO = -0.3346 hartree
Kohn-Sham gap = 8.928 eV

ORCA input file:
```
! wB97M-V def2-TZVPD RIJCOSX def2/J DEFGRID3
* xyz 0 1
C -5.53 -6.35 0.92
C -4.87 -4.87 0.63
C -4.80 -4.51 -1.00
O -4.92 -3.07 -1.29
C -3.64 -2.35 -1.08
O -3.27 -1.41 -2.13
C -2.63 -1.98 -3.30
S -2.51 -0.53 -4.55
Br -0.75 -2.61 -3.08
C -3.44 -3.15 -4.11
C -2.75 -3.62 -5.53
C -2.27 -5.22 -5.53
F -1.52 -5.61 -4.31
F -3.49 -6.07 -5.60
C -1.43 -5.45 -6.94
F -1.96 -4.58 -8.05
F -1.66 -6.86 -7.42
C 0.17 -5.10 -6.83
F 0.56 -4.48 -8.15
F 0.53 -4.10 -5.80
C 1.16 -6.39 -6.61
F 0.64 -7.43 -5.68
F 2.41 -5.86 -5.97
F 1.56 -6.89 -7.94
C -3.61 -1.52 0.39
N -2.24 -0.98 0.47
C -1.93 0.11 1.43
C -2.21 1.65 0.89
N -1.51 1.86 -0.45
C -1.27 -2.10 0.93
C 0.22 -2.01 0.26
C 1.38 -1.78 1.44
S 1.57 -3.23 2.60
O 0.50 -3.23 3.76
O 1.63 -4.63 1.88
O 3.10 -3.08 3.40
C -4.91 -0.61 0.65
F -4.95 0.24 1.86
F -6.06 -1.57 0.94
C -5.46 0.31 -0.58
F -6.21 -0.41 -1.64
F -4.47 1.17 -1.25
F -6.46 1.26 0.04
H -6.63 -6.29 1.39
H -4.88 -6.88 1.76
H -5.49 -7.05 -0.02
H -5.58 -4.08 1.19
H -3.81 -4.81 1.14
H -3.90 -5.05 -1.51
H -5.78 -5.02 -1.45
H -2.82 -3.21 -1.10
H -1.26 0.07 -4.30
H -3.52 -4.13 -3.45
H -4.51 -2.70 -4.38
H -3.57 -3.53 -6.36
H -1.79 -3.01 -5.83
H -3.68 -2.41 1.19
H -2.50 -0.13 2.45
H -0.78 0.12 1.75
H -3.33 1.97 0.89
H -1.64 2.36 1.66
H -2.15 2.25 -1.18
H -1.04 1.00 -0.80
H -1.12 -2.00 2.11
H -1.69 -3.18 0.75
H 0.32 -1.20 -0.59
H 0.46 -3.08 -0.19
H 2.43 -1.64 0.90
H 1.17 -0.83 2.09
H 2.99 -2.52 4.23
C -1.53 4.38 3.55
O -0.27 4.08 2.97
C 0.37 5.25 2.44
C 1.48 5.74 3.37
O 0.94 6.26 4.59
C 1.09 5.35 5.67
H -1.87 3.49 4.10
H -1.47 5.21 4.25
H -2.26 4.60 2.76
H -0.36 6.04 2.24
H 0.82 4.95 1.48
H 2.01 6.57 2.87
H 2.22 4.95 3.56
H 2.15 5.30 5.97
H 0.73 4.35 5.41
H 0.51 5.72 6.52
C 4.69 -0.45 -5.13
O 3.44 0.06 -5.58
C 3.47 0.39 -6.98
C 2.76 -0.67 -7.81
O 3.49 -1.91 -7.81
C 2.90 -2.87 -6.94
H 4.54 -0.85 -4.12
H 5.05 -1.25 -5.77
H 5.43 0.36 -5.08
H 4.50 0.54 -7.32
H 2.93 1.34 -7.09
H 2.71 -0.33 -8.85
H 1.73 -0.82 -7.47
H 1.97 -3.24 -7.37
H 2.72 -2.46 -5.94
H 3.60 -3.71 -6.84
C 5.91 -2.82 2.38
O 5.44 -1.54 1.98
C 5.67 -0.54 2.98
C 6.86 0.35 2.62
O 8.09 -0.39 2.68
C 8.56 -0.75 1.39
H 5.88 -3.49 1.52
H 6.94 -2.78 2.75
H 5.26 -3.23 3.16
H 5.80 -1.00 3.97
H 4.77 0.08 3.02
H 6.93 1.15 3.36
H 6.72 0.80 1.63
H 8.93 0.14 0.87
H 7.78 -1.23 0.79
H 9.39 -1.45 1.51
C 10.92 2.83 2.71
O 10.65 2.71 1.31
C 9.68 3.66 0.87
C 10.34 4.82 0.12
O 11.12 5.62 1.00
C 12.52 5.36 0.88
H 11.79 2.21 2.94
H 11.14 3.86 2.99
H 10.06 2.46 3.28
H 9.07 4.02 1.70
H 9.01 3.13 0.18
H 9.56 5.46 -0.29
H 10.95 4.45 -0.72
H 12.89 5.77 -0.07
H 12.74 4.29 0.94
H 13.04 5.87 1.70
C -8.16 3.61 -1.14
O -9.41 4.12 -1.59
C -9.38 4.45 -2.99
C -10.09 3.38 -3.82
O -9.36 2.15 -3.82
C -9.95 1.19 -2.95
H -8.30 3.21 -0.13
H -7.80 2.81 -1.78
H -7.42 4.42 -1.09
H -8.35 4.60 -3.33
H -9.92 5.40 -3.10
H -10.14 3.72 -4.86
H -11.12 3.23 -3.48
H -10.88 0.82 -3.38
H -10.13 1.60 -1.95
H -9.25 0.35 -2.85
C -3.11 0.45 6.62
O -2.42 1.70 6.70
C -3.22 2.72 7.31
C -2.79 2.97 8.76
O -3.10 1.85 9.59
C -1.95 1.06 9.88
H -2.38 -0.31 6.33
H -3.54 0.17 7.58
H -3.89 0.51 5.86
H -4.29 2.47 7.25
H -3.06 3.63 6.73
H -3.36 3.82 9.15
H -1.73 3.22 8.82
H -1.30 1.60 10.57
H -1.39 0.81 8.97
H -2.28 0.13 10.36
*
```

(7)
The following is a DFT calculation (ωB97M-V/def2-TZVPD) of a molecular structure, C22H52BBr2NNbO6 at a distorted geometry.

Results
F_max = 4.13 eV Å⁻¹
HOMO = -0.1518 hartree
Kohn-Sham gap = 6.102 eV

ORCA input file:
```
! wB97M-V def2-TZVPD RIJCOSX def2/J DEFGRID3
* xyz -1 1
C 0.53 1.75 5.46
C 0.96 2.49 4.22
Nb 0.71 1.46 2.17
C 2.81 0.58 2.37
O 2.79 -0.75 1.76
C 3.56 -0.80 0.50
C 2.52 -1.46 -0.63
C 1.77 -2.83 -0.05
N -1.29 2.24 2.13
C -1.79 2.56 0.74
C -2.24 1.27 -0.16
C -3.50 0.40 0.44
C -4.43 1.18 1.54
B -0.15 -0.35 3.35
C -1.76 -0.38 3.79
O 0.66 -1.51 3.78
C 1.59 3.28 1.04
Br 3.11 4.15 2.09
C 2.11 2.89 -0.46
C 3.68 3.35 -0.77
Br 1.02 3.78 -1.94
H -0.49 2.07 5.98
H 1.08 0.82 5.92
H 1.37 3.57 4.38
H 0.55 0.61 0.58
H 3.68 1.27 1.98
H 3.04 0.42 3.54
H 4.44 -1.56 0.66
H 3.88 0.24 0.07
H 3.13 -1.71 -1.63
H 1.70 -0.67 -0.95
H 0.61 -2.67 0.05
H 1.93 -3.71 -0.85
H 2.26 -3.23 0.95
H -1.27 3.14 2.67
H -2.73 3.29 0.89
H -1.03 3.19 0.08
H -2.60 1.71 -1.21
H -1.38 0.51 -0.41
H -3.14 -0.67 0.82
H -4.21 0.17 -0.49
H -5.18 1.90 0.98
H -5.12 0.34 2.04
H -3.85 1.68 2.43
H -1.85 -1.04 4.78
H -2.43 -0.82 2.91
H -2.14 0.70 4.12
H 0.70 -2.23 3.08
H 0.76 4.14 0.98
H 2.03 1.72 -0.66
H 3.81 4.54 -0.74
H 4.47 2.78 -0.13
H 3.85 3.06 -1.92
C 3.06 1.39 -4.68
O 1.74 0.94 -4.93
C 0.83 2.02 -5.16
C 0.55 2.20 -6.66
O 1.72 2.63 -7.36
C 2.36 1.57 -8.05
H 3.74 0.54 -4.76
H 3.37 2.16 -5.39
H 3.12 1.79 -3.66
H 1.20 2.95 -4.72
H -0.11 1.76 -4.66
H -0.21 2.98 -6.78
H 0.15 1.28 -7.10
H 1.80 1.32 -8.95
H 2.46 0.67 -7.42
H 3.37 1.89 -8.33
C -2.82 -6.17 0.37
O -2.68 -6.13 1.78
C -1.73 -5.14 2.20
C -2.44 -3.87 2.71
O -3.13 -3.21 1.65
C -4.53 -3.48 1.66
H -3.72 -6.75 0.13
H -2.93 -5.17 -0.06
H -1.96 -6.67 -0.07
H -1.03 -4.90 1.39
H -1.16 -5.57 3.03
H -1.69 -3.17 3.08
H -3.12 -4.11 3.53
H -5.01 -2.90 2.46
H -4.74 -4.54 1.80
H -4.95 -3.17 0.70
*
```